An isolated molecule of C3H5NOS. Source: the Open Molecules 2025 dataset; level of theory: wB97M-V/def2-TZVPD.

Computed properties:
DFT total energy in eV: -17563.587
Energy above the lowest of the compared OMol25 structures with the same formula, charge and spin in kcal/mol: 38.7
SMILES: NC(=O)[C@@H]1CS1
Frontier orbital gap in eV: 9.64
Strongest force on any atom in eV/Å: 4.99

Element x y z (Å)
N -0.009 -1.425 -1.255
C 0.750 -0.353 -1.089
O 1.608 0.112 -1.799
C 0.520 0.270 0.347
C -0.211 -0.404 1.552
S -1.211 1.008 1.008
H -0.027 -2.006 -2.014
H -0.873 -1.337 -0.611
H 1.373 0.923 0.503
H -0.568 -1.434 1.697
H 0.319 -0.278 2.610